55
Properties=species:S:1:pos:R:3:forces:R:3 method="wB97M-V/def2-TZVPD" gap_ev="7.373 / 6.429" de_lowest_kj_mol=15.7 multiplicity=5 s_squared=6.1550 total_energy_ev=-77301.3919 homo_energy_ev="-11.448 / -11.391" charge=+1
O -0.15508 -1.28004 -3.47596 -0.1 -0.9 -1.0
H -0.58054 -1.35259 -4.34902 0.0 0.1 0.4
Mn -0.04203 0.13015 -0.31074 0.6 -0.4 1.4
N 1.46680 -0.93963 -0.80591 1.8 -1.1 -0.7
N -0.62310 -1.63130 0.34338 -0.5 -2.2 0.1
N 0.80480 1.80881 -0.18411 -0.6 3.5 1.6
N -1.21700 1.01149 0.93614 -0.7 3.7 1.1
O 2.66013 -0.50838 -0.98017 -1.8 -1.1 -0.2
O 2.08359 2.04547 -0.54901 -0.1 -0.3 0.0
O -2.18230 0.44007 1.66532 0.1 -1.1 -0.4
O -1.56111 -1.91600 1.21506 0.7 0.3 -1.3
C 0.01658 -2.67854 -0.24606 -0.6 1.0 0.1
C 1.18245 -2.28056 -0.92124 0.5 0.5 -0.4
C 0.14449 2.79928 0.45509 2.5 -1.7 -2.0
C -1.00442 2.33063 1.15204 -1.4 -3.4 -0.2
C 2.09072 -3.13766 -1.70871 0.2 -0.6 0.2
H 2.05680 -2.83089 -2.76370 0.1 0.0 0.3
H 1.77936 -4.18482 -1.64535 0.2 0.2 -0.1
H 3.11710 -3.03974 -1.33510 -0.2 0.0 -0.2
C -0.52941 -4.05232 -0.12330 0.2 -0.5 0.0
H -1.50655 -4.12704 -0.61882 0.2 0.2 0.2
H -0.66216 -4.34087 0.92528 0.0 0.1 -0.2
H 0.14038 -4.77211 -0.59814 -0.2 0.1 0.1
C 0.67227 4.18240 0.52392 -0.1 0.2 0.1
C -1.81040 3.13964 2.10546 -0.1 0.2 0.2
H 1.34016 4.36939 -0.32070 -0.1 0.0 0.2
H 1.22141 4.33345 1.46224 0.0 0.0 -0.2
H -0.15997 4.89596 0.49998 0.2 -0.1 0.0
H -2.48362 2.51028 2.69281 0.2 0.1 -0.2
H -2.41614 3.88425 1.57274 0.1 -0.1 0.0
H -1.15595 3.69258 2.79102 -0.1 -0.1 -0.2
H 2.42047 1.10433 -0.74830 0.0 0.9 -0.2
H -1.99465 -0.61808 1.49597 -0.7 1.0 0.3
C -1.26204 -0.01903 -1.83061 -1.9 1.6 3.0
H -0.90480 -0.86378 -2.72359 0.8 -0.8 -0.7
H -1.28000 0.96988 -2.28813 -0.3 -0.2 -0.2
H -2.23122 -0.27160 -1.38540 -0.3 -0.3 -0.6
O 0.91573 0.81223 -2.55890 0.8 0.2 -1.9
H 0.63407 0.01096 -3.12851 0.5 1.3 0.4
H 1.22149 1.52848 -3.14596 -0.1 -0.5 0.4
S 1.55894 -0.34560 1.72841 -0.1 0.3 0.7
C 0.76220 -0.17176 3.24917 -0.7 0.0 0.4
N -0.33198 -0.87190 3.56609 0.8 0.1 -0.7
C -1.00069 -0.82924 4.85676 -0.2 -0.4 0.3
C -0.62771 0.41370 5.64352 -0.3 0.4 0.0
C 0.85910 0.70078 5.55330 0.2 -0.1 0.1
N 1.26231 0.69665 4.14854 0.0 -0.5 -0.3
H -0.70682 -1.48568 2.82966 0.3 0.4 0.6
H -0.73434 -1.72946 5.42841 0.0 0.1 -0.2
H -2.08015 -0.86175 4.67411 0.2 0.0 0.1
H -0.91684 0.28473 6.68856 0.0 0.0 -0.1
H -1.18988 1.26966 5.25445 0.1 -0.1 0.0
H 1.43066 -0.05649 6.10953 -0.1 0.2 -0.1
H 1.10504 1.68447 5.96395 -0.1 -0.2 0.0
H 2.15868 1.07824 3.88601 -0.1 0.1 0.1

=====

57
Properties=species:S:1:pos:R:3:forces:R:3 method="wB97M-V/def2-TZVPD" gap_ev=3.511 de_lowest_kj_mol=360.9 total_energy_ev=-116342.9590 homo_energy_ev=-1.696 charge=-1
C 2.32055 -5.39787 -0.43997 0.0 0.1 0.1
C 0.96225 -5.07910 -0.52885 0.1 0.2 0.0
C 0.56012 -3.74780 -0.45170 0.2 -0.1 -0.1
C 1.50636 -2.73181 -0.28284 0.1 0.3 0.1
C 0.98070 -1.29997 -0.30164 -0.3 -0.2 0.1
C 0.87609 -0.74298 -1.71740 -0.3 -0.7 -0.5
C -0.29156 -0.11849 -2.18765 0.1 0.4 0.1
C -0.23994 0.66481 -3.34911 0.1 -0.5 -0.3
C 0.84973 0.50601 -4.21643 0.1 0.1 0.5
C 1.91039 -0.33610 -3.86040 0.1 0.0 0.1
C 1.95432 -0.91766 -2.58803 -0.1 0.5 -0.3
C 1.82332 -0.37247 0.57365 0.2 0.8 0.3
C 2.00398 -0.76004 2.03110 -0.3 -0.2 0.1
C 2.41287 0.53302 2.74820 0.6 0.1 0.3
C 1.93192 1.72330 1.91130 0.1 -0.4 -0.5
N 1.28803 1.09261 0.66710 3.9 -0.3 -0.1
C 2.86414 -3.04857 -0.15406 -0.2 -0.5 -0.3
C 3.26591 -4.38854 -0.25081 -0.1 0.3 0.1
H 2.64339 -6.43554 -0.49596 -0.1 0.2 0.0
H 0.21047 -5.85559 -0.66602 0.2 0.1 0.0
H -0.49563 -3.47371 -0.54870 0.4 -0.2 0.1
H -0.02415 -1.36072 0.13381 0.2 0.0 -0.1
H -1.23429 -0.20742 -1.63219 0.5 0.4 0.0
H -1.03704 1.38633 -3.57209 0.2 -0.6 0.0
H 0.87184 1.04713 -5.16092 0.0 -0.1 0.2
H 2.72978 -0.51719 -4.55916 -0.2 0.1 0.2
H 2.81093 -1.52291 -2.27775 -0.2 0.3 -0.2
H 2.80168 -0.22658 0.09463 -0.1 -0.2 0.2
H 1.07797 -1.18094 2.45021 0.1 0.2 -0.2
H 2.76005 -1.54602 2.09619 -0.1 0.1 0.2
H 2.03366 0.58645 3.77379 0.0 -0.1 -0.2
H 3.50973 0.58030 2.80609 -0.2 -0.1 0.1
H 1.19246 2.36600 2.40055 -0.2 -0.3 -0.3
H 2.77858 2.31938 1.53131 -0.4 -0.2 0.2
H 1.74655 1.56170 -0.12234 -0.2 -0.1 0.2
H 3.62417 -2.26686 -0.02016 -0.4 -0.4 0.0
H 4.32851 -4.62083 -0.17053 -0.3 -0.1 0.0
O -4.60365 -1.04177 2.19284 -0.4 -0.1 -0.2
C -4.37176 0.01504 1.78991 1.6 0.0 0.7
Co -4.16981 1.62024 1.07491 -1.8 -0.8 -1.1
C -4.06205 1.22352 -0.63936 0.4 -0.3 -1.1
O -4.09310 0.92554 -1.75870 0.0 0.1 0.6
C -5.86905 1.78734 1.36005 -0.9 1.1 0.6
O -7.00637 1.89303 1.54268 0.4 -0.3 -0.2
C -2.11764 1.73703 2.04799 1.0 -0.9 1.7
C -0.97877 1.96520 1.39528 2.0 -1.7 0.7
C -0.10096 1.23144 0.45984 -5.2 1.0 -0.6
Co -2.25855 3.25155 1.04213 -2.6 2.4 -2.4
C -2.03999 3.51762 -0.69046 0.1 -0.4 -0.4
O -1.95741 3.67879 -1.83618 0.2 0.1 0.2
C -1.86553 4.80031 1.73666 0.1 0.4 1.4
O -1.66247 5.82931 2.22408 0.1 0.2 -0.3
C -4.15800 3.60687 0.84603 1.1 0.7 0.8
O -4.88734 4.50942 0.66914 -0.3 -0.6 -0.2
H -2.30965 1.27437 3.02402 -0.1 0.2 -0.5
H -0.21929 1.70667 -0.53516 0.3 -0.3 0.3
H -0.57649 0.25713 0.39107 0.3 0.1 0.0